Entry 1:
46
Properties=species:S:1:pos:R:3:forces:R:3 method="wB97M-V/def2-TZVPD" e_lumo_ha=0.09605 homo_lumo_gap_ev=7.068 mol_weight_g_mol=315.3 total_charge=-1 spin_multiplicity=1
C -0.32737 -2.64633 0.21045 -0.1 -0.4 -1.0
C -1.62355 -1.64634 0.29710 1.2 -0.2 2.7
Br -2.45017 -1.59623 -1.52951 0.0 -0.4 0.8
C -1.30112 -0.15424 0.91414 -0.6 -1.0 0.9
Al -1.44014 1.36350 -0.48412 0.5 0.3 0.5
C -0.35683 3.05189 0.00895 -0.1 1.2 0.5
C -1.13196 4.32062 -0.72036 0.0 -0.4 0.2
N -0.21069 5.17584 -1.58631 -1.2 0.3 -0.9
H -0.70881 -3.77688 0.18405 0.8 2.4 0.1
H 0.44167 -2.52761 1.10596 -1.8 -0.1 -1.9
H 0.19532 -2.46787 -0.84714 -0.9 -0.3 2.5
H -2.40463 -2.14682 1.01092 1.3 0.8 -1.7
H -2.16368 0.06847 1.70819 1.8 -0.5 -1.5
H -0.27650 -0.12672 1.49911 -1.9 -0.4 -1.1
H -0.86974 0.85726 -1.89034 0.3 0.1 -0.3
H -2.97894 1.81681 -0.58738 -0.3 0.0 0.0
H -0.38983 3.26253 1.16480 0.4 -0.3 -2.0
H 0.76573 2.92813 -0.32569 -2.1 0.6 0.6
H -1.55866 5.05102 0.12183 0.7 -1.6 -1.9
H -2.01285 3.90970 -1.40573 1.5 0.8 1.7
H 0.05535 4.66770 -2.47474 -0.5 0.4 1.4
H -0.81434 5.97718 -1.93445 1.0 -1.2 0.5
C 2.98475 2.81152 -2.54733 -0.2 0.0 0.3
C 2.19897 2.35010 -3.76437 0.5 0.1 0.1
C 3.10729 1.70322 -4.79786 -0.1 -0.3 -0.3
O 1.53723 3.46785 -4.35086 -0.2 0.3 -0.2
H 3.73438 3.56073 -2.82575 0.1 -0.1 -0.1
H 2.32007 3.28612 -1.81749 0.1 -0.1 -0.1
H 3.49307 1.97152 -2.06396 0.0 0.1 0.0
H 1.42672 1.63725 -3.45537 -0.1 0.3 -0.1
H 3.86126 2.41309 -5.15616 0.0 0.0 0.1
H 2.53000 1.38721 -5.67342 0.0 0.0 0.2
H 3.61926 0.82996 -4.38200 0.0 0.1 -0.1
H 2.21518 4.10613 -4.62832 -0.3 -0.3 0.2
C -0.28123 -4.47324 5.37138 0.2 0.2 0.3
C -0.84817 -4.07050 4.01938 0.0 -0.6 0.1
C -2.10118 -4.86417 3.68521 -0.3 0.1 -0.2
O 0.13397 -4.29168 3.01056 0.2 -0.1 0.0
H 0.00128 -5.53197 5.37829 -0.2 0.0 0.0
H 0.62711 -3.90272 5.59307 -0.2 0.0 0.0
H -1.00763 -4.30022 6.17140 0.1 0.0 0.0
H -1.08023 -2.99992 4.02163 0.2 -0.1 -0.2
H -1.88328 -5.93676 3.63227 0.1 0.1 0.1
H -2.49110 -4.57249 2.70408 0.1 0.1 0.2
H -2.88219 -4.70285 4.43465 0.0 -0.1 -0.1
H 0.34620 -5.23978 3.00124 -0.1 0.4 0.0

=====

Entry 2:
10
Properties=species:S:1:pos:R:3:forces:R:3 method="wB97M-V/def2-TZVPD" e_lumo_ha="-0.08627 / -0.08625" homo_lumo_gap_ev="6.859 / 6.860" mol_weight_g_mol=140.3 e_above_lowest_kj_mol=544.5 smiles="CC(=S)[S@H](=O)=S" spin_multiplicity=1
C 0.22875 -0.29494 0.00148 -0.6 -7.0 2.4
C 1.37059 0.53326 0.17131 -0.1 2.5 2.1
O -1.66901 0.80066 -1.63477 0.3 -0.9 0.4
S 0.22623 -2.35400 0.41075 -0.4 5.5 -1.5
S -2.11685 0.69686 1.21567 0.4 -0.3 -0.2
S -1.46602 -0.03741 -0.45646 -0.3 -0.2 -0.2
H 2.13414 0.33548 0.96480 -0.7 -0.9 -0.9
H 0.99114 1.56247 0.56832 0.7 -1.1 -1.8
H 1.77643 0.38867 -0.83182 0.6 1.1 -0.2
H -1.47540 -1.63105 -0.40929 0.1 1.4 -0.1

=====

Entry 3:
66
Properties=species:S:1:pos:R:3:forces:R:3 method="wB97M-V/def2-TZVPD" e_lumo_ha="0.09435 / 0.09411" homo_lumo_gap_ev="5.246 / 5.235" mol_weight_g_mol=580.2 total_charge=-1 e_above_lowest_kj_mol=102.3 spin_multiplicity=1
Co 0.64596 -0.51033 0.43932 0.8 -0.1 -0.3
O -1.16686 -1.19365 0.51460 -0.8 -0.3 0.1
N -1.35689 -2.47041 0.42163 -0.1 -0.2 0.1
C -1.16075 -3.27702 1.49364 0.0 -0.1 -0.1
C -1.47509 -4.61648 1.42602 0.0 0.0 0.0
C -1.98985 -5.16060 0.25691 0.0 0.1 0.0
C -2.16614 -4.31789 -0.82850 0.0 0.0 -0.1
C -1.84295 -2.97960 -0.73425 0.1 -0.1 0.0
H -0.75533 -2.78290 2.36165 0.0 0.0 0.0
H -1.31481 -5.22757 2.30477 0.0 0.1 0.0
H -2.23914 -6.21149 0.19407 0.0 0.0 0.0
H -2.55638 -4.68994 -1.76706 0.0 0.0 0.0
H -1.91198 -2.26114 -1.53608 0.0 0.0 0.0
C -4.45287 1.58933 0.17753 0.0 0.0 0.0
C -3.29659 0.66649 0.54094 -0.1 0.2 0.0
N -2.67426 1.03438 1.80092 0.0 0.0 -0.1
C -1.60416 1.85445 1.90986 0.2 -0.1 0.0
S -0.89496 2.61784 0.59357 -0.2 0.1 0.2
N -1.14145 1.97137 3.18037 0.1 0.1 0.0
C 0.03085 2.74537 3.54641 -0.2 0.1 0.0
C -0.32320 4.16620 3.97245 0.0 0.0 0.0
H -4.93962 1.25079 -0.74165 0.0 0.0 0.0
H -4.07583 2.60154 0.01939 0.0 0.0 0.0
H -5.19806 1.61736 0.97684 0.0 0.0 0.0
H -2.53095 0.70138 -0.22995 0.0 -0.1 0.0
H -3.63593 -0.36624 0.62945 0.0 0.0 0.0
H -2.90153 0.47843 2.60991 0.0 0.0 0.0
H -1.40113 1.24635 3.83452 0.0 -0.1 0.0
H 0.69013 2.78916 2.68205 0.1 0.0 0.0
H 0.53279 2.21023 4.35225 0.0 0.0 0.0
H -0.72125 4.71658 3.11823 0.0 0.0 0.0
H 0.56345 4.68893 4.34278 0.0 0.0 0.0
H -1.07596 4.15481 4.76352 0.0 0.0 0.0
B -0.47767 -0.91074 4.87974 0.0 0.0 0.0
C 0.27754 -0.83108 3.48260 0.0 0.0 0.2
N 0.74001 -0.79742 2.42524 -0.2 0.1 0.0
H -0.02724 -0.06123 5.62849 0.0 0.0 0.0
H -0.33714 -2.02894 5.34172 0.0 0.1 0.0
H -1.66657 -0.69994 4.65526 0.0 0.0 0.0
O 0.94652 1.01166 -2.22911 0.0 -0.1 -0.1
B 0.41297 -0.11248 -1.48282 0.0 -0.1 -0.3
O -0.29534 -0.89919 -2.49547 -0.1 0.2 -0.2
C -0.15821 -0.27389 -3.69902 -0.1 -0.2 0.3
C -0.64987 -0.64607 -4.92934 0.0 0.0 -0.1
C -0.36179 0.18790 -6.01890 0.0 -0.1 0.1
C 0.39004 1.34206 -5.85173 0.0 0.0 0.1
C 0.88483 1.70815 -4.59312 0.0 0.0 -0.2
C 0.59580 0.88166 -3.53171 0.1 0.1 0.3
H -1.23242 -1.55199 -5.04516 0.0 0.0 0.0
H -0.73200 -0.07274 -7.00356 0.0 0.0 0.0
H 0.59780 1.97225 -6.70809 0.0 0.0 0.0
H 1.47510 2.60568 -4.45647 0.0 0.0 0.0
S 4.19660 2.04972 0.65203 0.1 0.1 0.1
C 2.76623 1.17644 1.09458 0.1 0.2 0.2
N 2.46736 0.15876 0.36558 0.2 0.0 -0.2
C 3.43614 -0.03112 -0.62628 -0.1 0.0 0.1
C 3.44502 -1.06002 -1.56241 0.0 -0.2 -0.1
C 4.45336 -1.09517 -2.50260 0.0 0.0 0.0
C 5.46754 -0.12668 -2.51611 0.0 -0.1 0.0
C 5.48306 0.88411 -1.57885 0.0 0.0 0.1
C 4.45670 0.91823 -0.63424 0.1 0.1 0.0
H 2.16373 1.48582 1.93672 0.0 0.0 -0.1
H 2.65266 -1.79784 -1.53733 0.0 0.1 0.0
H 4.45387 -1.87934 -3.24898 0.0 0.0 0.0
H 6.24895 -0.17354 -3.26450 0.0 0.0 0.0
H 6.26714 1.63129 -1.57225 0.0 0.0 0.0

=====

Entry 4:
11
Properties=species:S:1:pos:R:3:forces:R:3 method="wB97M-V/def2-TZVPD" e_lumo_ha=0.03258 homo_lumo_gap_ev=9.867 mol_weight_g_mol=104.5 e_above_lowest_kj_mol=63.1 smiles="Cl[C@@H]1C=NNC1" spin_multiplicity=1
C 0.81063 -0.01642 0.49418 -1.2 -0.2 -0.4
C -0.43397 0.84700 0.26349 -0.3 -0.1 1.9
C 0.31884 -1.25902 -0.24223 1.1 -0.4 0.8
H 1.07051 -0.17637 1.52220 -0.2 -0.1 0.5
H -1.06342 0.60556 1.18737 0.3 0.3 -1.0
H -0.31918 1.93115 0.22406 0.3 -0.2 -0.1
H -1.92509 0.45007 -1.18126 -0.5 0.1 0.0
H 0.82672 -2.20923 -0.02087 -0.5 0.3 -0.8
N -0.96908 0.30291 -0.94332 0.4 -0.6 -1.1
N -0.61837 -1.04319 -1.07515 -0.1 0.4 0.9
Cl 2.30241 0.56753 -0.22846 0.7 0.4 -0.6

=====

Entry 5:
19
Properties=species:S:1:pos:R:3:forces:R:3 method="wB97M-V/def2-TZVPD" e_lumo_ha=-0.11345 homo_lumo_gap_ev=8.474 mol_weight_g_mol=228.1 total_charge=+1 e_above_lowest_kj_mol=297.4 spin_multiplicity=1
C -1.99341 -2.36737 0.21712 2.4 0.1 -3.1
C 1.44929 1.96624 1.44334 1.0 1.7 0.5
C -1.42526 -1.35318 -0.49973 -1.3 -0.1 1.6
C 1.34386 1.01337 -0.75518 -0.9 0.7 2.4
N -1.48716 -3.63669 0.02877 0.5 1.0 -0.1
N 1.47899 0.90976 -1.93047 1.5 -3.1 -0.7
N 0.72441 2.03497 0.11964 -1.2 4.5 2.1
I -2.13715 0.60256 -0.36135 -0.9 -0.2 0.0
H -2.84750 -2.08569 0.72759 -1.5 -0.4 1.6
H 1.55069 0.93024 1.58980 -0.1 -1.1 1.4
H 2.50394 2.38168 1.39708 -1.2 -0.5 -0.6
H 0.98714 2.60285 2.24700 -0.1 -1.2 -0.9
H -0.70306 -1.40520 -1.25226 1.1 -0.4 -0.8
H 1.57365 0.21929 -0.09729 0.5 -1.1 0.6
H -1.87858 -4.53944 0.17150 -1.0 0.0 0.6
H 1.26183 1.46484 -2.64954 -1.1 3.1 -3.0
H -0.76253 -3.67877 -0.67227 0.0 0.0 0.1
H 0.79171 3.14254 0.01193 -0.3 -3.0 -1.3
H -0.43086 1.79801 0.26430 2.5 0.0 -0.5

=====

Entry 6:
62
Properties=species:S:1:pos:R:3:forces:R:3 method="wB97M-V/def2-TZVPD" e_lumo_ha="0.08999 / 0.09000" homo_lumo_gap_ev="6.018 / 6.173" mol_weight_g_mol=531.1 total_charge=-1 e_above_lowest_kj_mol=0.0 spin_multiplicity=1
Fe -0.48145 -0.77541 0.45378 0.3 0.4 0.0
F -2.24558 -3.17311 1.78554 0.0 -0.2 0.5
B -2.72708 -4.50701 1.78183 0.1 0.0 -0.2
F -4.13899 -4.47217 1.62585 0.0 -0.1 0.0
F -2.16202 -5.12899 0.63658 -0.1 0.0 0.0
F -2.37537 -5.17765 2.93606 -0.1 0.0 0.0
C 2.64611 1.66886 -2.80798 -0.1 0.0 0.0
N 1.90005 0.58421 -3.44656 0.0 0.0 0.0
C 0.79395 1.16833 -4.19936 0.0 0.0 0.0
N -0.09089 2.01773 -3.40701 0.0 0.0 0.0
C 0.72226 3.05312 -2.76701 0.0 -0.1 0.0
N 1.82872 2.53812 -1.96837 0.0 0.0 0.0
C 1.34518 1.81254 -0.78523 0.1 0.0 0.1
P 0.27402 0.35981 -1.17934 0.1 0.0 -0.2
C 1.41077 -0.38242 -2.45526 -0.1 0.0 0.0
C -0.82231 1.22556 -2.40920 0.0 -0.1 0.0
H 3.09181 2.27575 -3.60041 0.0 0.0 0.0
H 3.44657 1.24306 -2.20050 0.0 0.0 0.0
H 0.20604 0.36502 -4.64938 0.0 0.0 0.0
H 1.21770 1.77859 -5.00127 0.0 0.0 0.0
H 0.08115 3.66572 -2.13014 0.0 0.0 0.0
H 1.13573 3.68615 -3.55618 0.0 0.0 0.0
H 0.78338 2.49195 -0.13832 0.0 0.0 0.0
H 2.19931 1.46986 -0.19388 0.0 0.0 0.0
H 0.88498 -1.18261 -2.98607 0.0 0.0 0.0
H 2.26298 -0.83903 -1.94623 0.0 0.0 0.0
H -1.52023 1.87217 -1.87117 0.0 0.0 0.0
H -1.42771 0.47668 -2.92870 0.0 0.0 0.0
N -0.39085 -2.71780 -0.28610 0.1 0.0 0.1
H -0.52074 -2.91383 -1.27118 0.0 0.0 0.0
H -1.01797 -3.33520 0.23204 0.1 0.0 0.0
H 0.55354 -3.00046 -0.04490 0.0 -0.1 0.0
C 2.98648 -1.57192 1.22895 0.1 0.0 0.0
C 2.96128 -0.23486 1.91405 0.1 -0.2 0.0
C 4.12957 0.36160 2.37050 0.0 -0.1 0.0
C 4.11602 1.58078 3.03359 -0.1 0.0 0.0
C 2.88764 2.20295 3.25023 0.1 0.0 0.0
C 1.70233 1.64027 2.80928 -0.1 0.0 0.0
C 0.37995 2.31687 3.02798 0.0 0.1 0.0
C 1.71140 0.40235 2.10961 -0.3 0.2 -0.1
N 0.55944 -0.14774 1.65496 -0.1 -0.4 -0.2
H 4.00582 -1.95957 1.16043 0.0 0.0 0.0
H 2.56798 -1.50996 0.21953 0.0 0.0 0.0
H 2.36850 -2.29366 1.77072 0.0 0.0 0.0
H 5.07357 -0.15032 2.20475 0.0 0.0 0.0
H 5.03595 2.03157 3.38326 0.0 0.0 0.0
H 2.85270 3.15174 3.77794 0.0 0.0 0.0
H 0.46540 3.11751 3.76576 0.0 0.0 0.0
H -0.36933 1.59393 3.35403 0.0 0.0 0.0
H -0.00314 2.75134 2.09691 0.0 0.0 0.0
N -5.62429 -2.40507 0.41740 0.0 0.1 -0.1
C -4.75508 -1.34492 0.39304 -0.1 -0.1 0.0
C -3.40613 -1.56996 0.04565 0.2 -0.1 -0.2
N -2.49771 -0.62166 0.11498 -0.2 0.4 0.4
C -2.94775 0.61465 0.44489 -0.1 0.0 0.0
C -4.27885 0.83794 0.69402 0.1 0.0 0.0
N -5.19784 -0.13439 0.68894 0.0 0.0 0.0
H -5.19604 -3.28053 0.70408 0.0 0.0 0.0
H -6.47891 -2.19373 0.90882 0.0 0.0 0.0
H -3.07988 -2.55903 -0.23633 -0.1 0.0 0.0
H -2.20255 1.39253 0.53181 0.0 0.0 0.0
H -4.62963 1.83375 0.93829 0.0 0.0 0.0

=====

Entry 7:
14
Properties=species:S:1:pos:R:3:forces:R:3 method="wB97M-V/def2-TZVPD" e_lumo_ha=0.03703 homo_lumo_gap_ev=10.876 mol_weight_g_mol=88.1 e_above_lowest_kj_mol=273.3 spin_multiplicity=1
C -2.22606 -0.09105 -0.16164 0.9 -0.6 -0.5
C -1.37160 0.81963 0.67087 1.8 -0.3 -0.2
C 0.33389 0.14486 0.16718 -0.5 -0.6 -0.7
O 0.18969 -0.72244 -0.66889 0.6 0.2 0.1
O 1.61439 0.41235 0.51216 -0.6 0.4 0.4
C 2.62486 -0.37366 -0.22099 -0.1 0.1 0.1
H -2.84032 -0.81933 0.38160 0.1 0.4 0.0
H -2.77956 0.36952 -0.98835 0.1 0.1 0.5
H -1.32588 -0.64911 -0.62786 -2.4 0.0 -0.1
H -1.40492 1.87569 0.38449 0.3 -0.3 0.1
H -1.48613 0.71657 1.75419 0.4 0.0 -0.3
H 3.51481 -0.42074 0.41122 -0.3 0.2 0.1
H 2.27646 -1.38444 -0.44852 0.0 0.3 0.2
H 2.88035 0.12215 -1.16547 -0.3 0.0 0.3

=====

Entry 8:
38
Properties=species:S:1:pos:R:3:forces:R:3 method="wB97M-V/def2-TZVPD" e_lumo_ha=0.09258 homo_lumo_gap_ev=5.911 mol_weight_g_mol=446.4 total_charge=-1 e_above_lowest_kj_mol=73.9 spin_multiplicity=1
F -2.27655 1.06860 2.45571 0.1 -0.3 1.1
C -0.97253 0.88373 2.77315 0.5 -0.5 -1.4
F -0.56989 1.90222 3.55776 -0.5 -0.6 -0.4
F -0.77971 -0.24862 3.47923 -0.7 0.6 0.3
S -0.07095 0.79338 1.14998 2.4 1.0 -0.8
N 1.47953 1.71374 1.89072 -0.7 0.7 1.4
C 2.58008 1.02410 2.35350 -0.8 1.1 -0.2
O 2.71043 -0.18588 2.44098 0.1 1.0 0.1
C 3.56817 2.13105 2.71884 0.9 -0.5 0.1
C 2.84128 3.43847 2.52422 0.1 1.2 0.0
C 1.46948 3.08617 1.95441 0.9 -1.1 0.1
O 0.55703 3.82516 1.61760 0.8 -0.3 0.4
H 3.93071 1.98231 3.73716 0.1 -0.1 -0.1
H 4.40747 2.05825 2.02217 0.1 -0.1 0.2
H 2.71095 4.01382 3.44732 0.0 -0.1 -0.1
H 3.37203 4.08038 1.81949 -0.1 0.2 0.0
C -2.58123 -2.26530 1.01143 1.4 1.0 0.1
O -1.41448 -1.35375 1.16490 -1.5 -1.1 -0.7
C -0.90720 -0.53378 0.15668 -2.5 -1.4 -0.2
S 0.51163 -1.33424 -0.74805 0.6 1.4 0.7
O 1.62389 -0.37757 -0.68170 -1.0 -1.8 -0.6
O 0.61283 -2.71646 -0.31948 0.2 0.8 -0.4
C -0.11549 -1.34004 -2.42834 -0.8 -0.4 0.5
C -1.37420 -0.76436 -2.62860 0.2 -0.1 -0.4
C -2.00968 -0.96902 -3.87293 0.0 0.2 0.5
C -1.34614 -1.70434 -4.86044 0.0 -0.1 -0.5
C -0.08359 -2.27275 -4.63412 0.2 0.1 0.2
C 0.50619 -2.13089 -3.38426 0.5 0.1 0.1
S -1.99486 0.15550 -1.16933 0.2 -0.2 1.1
O -3.33992 -0.26890 -0.81090 0.3 0.6 -1.0
O -1.66951 1.56250 -1.34506 -0.5 -1.5 -0.4
H -2.37928 -2.91772 0.16197 -0.3 -0.1 0.0
H -2.62170 -2.81220 1.96012 0.2 0.0 -0.3
H -3.47580 -1.65855 0.89244 0.0 -0.3 -0.1
H -3.01986 -0.56834 -4.04746 0.6 -0.2 0.1
H -1.80632 -1.85546 -5.85571 0.2 0.2 0.8
H 0.47477 -2.82143 -5.40413 -0.6 0.2 0.2
H 1.45239 -2.61976 -3.09927 -0.5 0.3 -0.4

=====

Entry 9:
46
Properties=species:S:1:pos:R:3:forces:R:3 method="wB97M-V/def2-TZVPD" e_lumo_ha=-0.09642 homo_lumo_gap_ev=9.796 mol_weight_g_mol=235.3 total_charge=+1 e_above_lowest_kj_mol=153.9 spin_multiplicity=1
O -0.31714 0.17008 0.39165 -0.2 -1.4 -0.7
H -0.88535 0.51527 -0.30086 -0.8 0.8 -2.0
H 0.38076 0.77701 0.64889 1.2 0.9 1.1
H -0.94804 0.06222 1.10714 -0.8 -0.4 1.8
O -2.49856 -0.11697 1.96115 0.4 0.0 -0.4
H -3.06529 -0.05577 2.73011 0.1 0.1 0.4
H -3.09360 -0.32314 1.24028 -0.3 -0.1 -0.3
O -0.40477 -1.28444 -2.21397 -0.3 0.2 0.2
H -0.32542 -0.88008 -3.07793 0.0 0.0 -0.3
H 0.49831 -1.39165 -1.91532 0.3 -0.2 0.1
C -0.09872 -3.20061 1.33286 -0.9 0.6 0.0
C 0.85654 -4.31519 1.06154 -1.5 -0.1 -0.1
C 0.27008 -5.34525 0.09754 0.2 -0.5 0.5
O 1.99030 -3.77787 0.47686 1.4 0.3 0.0
H -0.98311 -3.60359 1.82638 -0.2 0.0 -0.2
H -0.38403 -2.73671 0.38868 -0.2 0.0 -0.1
H 0.25495 -2.39431 1.97544 0.5 -0.2 0.1
H 1.07002 -4.78293 2.02265 0.3 -0.3 0.1
H 0.99508 -6.15644 0.03084 -0.1 -0.3 0.0
H 0.14688 -4.98704 -0.92453 -0.1 0.4 0.2
H -0.66539 -5.75992 0.47310 0.0 0.0 -0.1
H 2.62636 -4.49002 0.57626 0.6 0.2 -0.4
C -2.64161 3.54524 -1.08350 1.1 0.1 0.4
C -2.71565 2.35392 -2.02775 0.3 1.6 0.9
C -1.87730 2.61635 -3.26618 -0.7 0.4 -0.5
O -2.23630 1.17943 -1.29743 -0.6 0.3 -0.3
H -3.14922 3.27366 -0.15793 0.1 0.4 0.1
H -2.94323 4.52013 -1.46655 -1.1 -0.4 -0.4
H -1.60796 3.85237 -0.92433 0.5 -0.7 0.6
H -3.79381 2.31274 -2.18255 0.0 -0.9 -0.6
H -0.95307 2.03855 -3.27346 -0.1 0.1 0.0
H -1.66064 3.68397 -3.30297 0.4 0.0 0.1
H -2.45251 2.47934 -4.18185 0.2 -0.5 -0.1
H -2.65809 0.45893 -1.77130 0.2 -0.6 0.1
C 3.80817 1.72527 2.05765 0.0 0.9 -0.1
C 2.40556 2.00411 1.43987 2.3 0.2 -0.2
C 2.44937 1.84394 -0.11787 -0.8 -0.3 0.8
O 1.41589 1.17556 1.98744 -1.0 -0.9 -0.2
H 4.47539 2.28977 1.40629 0.5 -0.4 0.0
H 4.14637 0.70194 2.22047 -0.4 -0.3 -0.9
H 4.00999 2.14462 3.04331 -0.7 0.4 0.2
H 2.10260 3.00906 1.73381 0.3 0.4 -0.5
H 1.42320 1.91356 -0.47872 -0.1 0.5 -0.3
H 2.77485 0.86542 -0.47093 0.3 -0.2 0.5
H 3.04767 2.57819 -0.65733 -0.1 0.2 0.4
H 1.21048 1.51125 2.86305 -0.1 -0.2 0.2